Entry 1:
DFT (ωB97M-V/def2-TZVPD) results for a cluster of 13 separate species, C23H72N16O13 in total in a non-equilibrium geometry.

XYZ file:
```
124
Properties=species:S:1:pos:R:3:mulliken_charge:R:1
C -0.270 1.931 -0.792 -1.29
C -0.226 0.445 -0.690 0.77
C -1.497 -0.084 -0.022 -1.44
O 0.103 -0.270 -1.874 -0.53
H 0.725 2.321 -1.007 0.32
H -0.631 2.389 0.129 0.35
H -1.060 2.244 -1.475 0.31
H 0.608 0.257 -0.015 0.05
H -2.478 -0.048 -0.495 0.38
H -1.718 0.428 0.914 0.39
H -1.324 -1.128 0.239 0.36
H -0.375 -1.093 -2.003 0.31
C -6.570 3.281 -2.062 -1.25
C -7.902 3.200 -1.264 0.54
C -7.919 3.798 0.098 -1.23
O -8.899 3.849 -2.113 -0.56
H -6.383 4.327 -2.305 0.38
H -6.556 2.649 -2.950 0.32
H -5.762 2.891 -1.443 0.30
H -8.252 2.182 -1.091 0.24
H -7.264 3.345 0.843 0.33
H -8.933 3.827 0.496 0.34
H -7.818 4.866 -0.093 0.27
H -8.488 4.531 -2.650 0.33
C 8.654 5.655 0.862 -1.19
C 7.631 4.918 0.045 0.42
C 6.706 5.824 -0.825 -1.19
O 8.325 4.086 -0.908 -0.56
H 9.350 6.168 0.199 0.34
H 9.179 4.860 1.391 0.28
H 8.113 6.184 1.646 0.35
H 6.975 4.311 0.669 0.29
H 6.241 6.697 -0.367 0.35
H 5.918 5.232 -1.291 0.29
H 7.349 6.236 -1.603 0.31
H 7.795 3.296 -1.037 0.31
C 5.291 -2.589 -6.505 -1.22
C 5.086 -2.031 -5.035 0.59
C 4.759 -0.557 -5.012 -1.55
O 3.922 -2.608 -4.479 -0.54
H 6.241 -2.173 -6.841 0.35
H 4.419 -2.454 -7.144 0.32
H 5.247 -3.677 -6.465 0.32
H 5.904 -2.259 -4.351 0.21
H 5.634 -0.025 -5.386 0.38
H 4.599 0.037 -4.112 0.43
H 4.035 -0.352 -5.800 0.41
H 3.386 -1.862 -4.199 0.31
C -1.892 0.171 7.283 -1.11
C -3.073 -0.663 7.928 0.54
C -4.441 0.088 7.933 -1.26
O -3.226 -1.846 7.293 -0.51
H -1.370 0.897 7.906 0.31
H -2.287 0.703 6.417 0.26
H -1.105 -0.485 6.909 0.30
H -2.840 -0.791 8.985 0.17
H -4.369 0.989 8.542 0.36
H -5.373 -0.432 8.155 0.33
H -4.444 0.651 7.000 0.31
H -2.339 -2.212 7.260 0.30
C 6.700 -1.684 1.381 0.71
O 7.607 -1.274 0.649 -0.69
N 6.659 -1.655 2.662 -0.39
N 5.558 -2.085 0.940 -0.33
H 7.464 -1.165 3.025 0.22
H 5.884 -1.975 3.225 0.19
H 5.331 -2.176 -0.040 0.19
H 4.742 -2.233 1.516 0.11
C -3.335 2.736 -7.897 0.60
O -3.995 3.794 -7.804 -0.69
N -3.124 2.332 -9.154 -0.40
N -2.698 2.174 -6.923 -0.35
H -3.535 2.898 -9.882 0.23
H -2.381 1.677 -9.353 0.17
H -2.257 1.302 -7.178 0.20
H -3.072 2.291 -5.992 0.25
C -1.018 7.168 4.288 0.68
O -2.005 7.725 3.929 -0.66
N 0.018 6.935 3.604 -0.35
N -1.024 6.681 5.507 -0.41
H 0.075 7.270 2.653 0.21
H 0.713 6.383 4.086 0.16
H -0.320 6.080 5.910 0.16
H -1.740 7.131 6.059 0.20
C -1.378 -7.017 -0.708 0.69
O -1.311 -5.971 -1.384 -0.69
N -0.441 -7.495 0.022 -0.39
N -2.519 -7.534 -0.352 -0.38
H 0.419 -6.978 -0.086 0.22
H -0.490 -8.345 0.566 0.18
H -3.368 -7.131 -0.722 0.21
H -2.433 -8.289 0.313 0.15
C 4.052 3.051 5.291 0.66
O 3.177 3.751 5.652 -0.63
N 5.380 3.185 5.442 -0.40
N 3.710 1.913 4.731 -0.34
H 5.989 2.540 4.960 0.18
H 5.680 4.046 5.878 0.22
H 4.365 1.263 4.321 0.12
H 2.725 1.756 4.570 0.19
C -7.887 -5.809 -2.268 0.63
O -7.632 -6.115 -3.396 -0.62
N -8.986 -6.180 -1.660 -0.39
N -7.242 -4.925 -1.503 -0.40
H -9.637 -6.822 -2.091 0.21
H -9.125 -6.059 -0.667 0.16
H -6.524 -4.327 -1.888 0.23
H -7.628 -4.600 -0.629 0.17
C -0.824 -3.810 -7.419 0.65
O -0.227 -2.894 -8.004 -0.67
N -0.337 -4.430 -6.304 -0.36
N -1.942 -4.337 -7.897 -0.37
H -0.883 -5.212 -5.972 0.16
H 0.587 -4.187 -5.976 0.21
H -2.150 -5.240 -7.496 0.16
H -2.432 -4.005 -8.715 0.22
C 1.946 -4.010 5.252 0.69
O 2.387 -3.324 4.333 -0.70
N 2.597 -4.316 6.300 -0.35
N 0.728 -4.432 5.205 -0.42
H 3.571 -4.074 6.417 0.22
H 2.212 -4.963 6.972 0.17
H 0.270 -5.019 5.887 0.17
H 0.246 -4.109 4.378 0.23
```

The LUMO energy is -0.01144 Ha. As for the relative energy (zero: lowest compared OMol25 entry of this formula, charge and spin): 180.8 kcal/mol. As for the charge: 0.

***

Entry 2:
DFT (ωB97M-V/def2-TZVPD) results for the molecule C5H5ClO in a non-equilibrium geometry.

XYZ file:
```
12
Properties=species:S:1:pos:R:3:mulliken_charge:R:1
C -0.987 -0.350 -0.075 0.42
C -1.891 -1.250 0.279 0.18
C -2.816 -2.195 0.613 -0.67
C -0.121 0.458 -0.649 0.26
C 1.358 0.358 -0.600 -1.18
O -0.601 1.535 -1.408 -0.46
Cl -4.503 -1.867 0.441 -0.16
H -2.386 -3.134 1.057 0.32
H 1.845 0.975 0.166 0.32
H 1.739 -0.792 -0.602 0.26
H 1.778 0.835 -1.461 0.40
H 0.302 1.906 -1.666 0.31
```

The SMILES is CC(O)=C=C=CCl. The LUMO energy is 0.01634 Ha. As for the relative energy (zero: lowest compared OMol25 entry of this formula, charge and spin): 62.7 kcal/mol. As for the charge: 0.

***

Entry 3:
DFT (ωB97M-V/def2-TZVPD) results for the molecule C7H10BrNO2 in a non-equilibrium geometry.

XYZ file:
```
21
Properties=species:S:1:pos:R:3:mulliken_charge:R:1
C -0.872 0.738 0.366 -0.89
C -0.157 0.970 -1.150 -0.95
C 0.139 -1.319 -0.376 -0.83
C 1.119 -0.136 1.463 -1.34
C -0.234 -0.540 0.867 0.04
C 0.913 -0.097 -0.984 -0.43
C 1.928 0.230 0.152 0.44
N 2.343 1.680 0.140 0.71
O 1.757 2.467 0.921 -0.44
O 3.127 2.079 -0.757 -0.42
Br 3.479 -0.832 -0.112 -0.05
H -0.733 1.662 0.857 0.39
H -1.947 0.630 0.118 0.37
H -0.976 0.599 -1.902 0.33
H 0.109 1.983 -1.534 0.31
H 0.859 -2.156 -0.330 0.31
H -0.715 -1.494 -0.910 0.49
H 1.138 0.759 2.038 0.50
H 1.594 -0.959 1.927 0.40
H -0.907 -1.039 1.504 0.53
H 1.423 -0.376 -1.896 0.57
```

The LUMO energy (spin up / spin down) is 0.02981 / -0.12272 Ha. As for the relative energy (zero: lowest compared OMol25 entry of this formula, charge and spin): 0.0 kcal/mol. As for the charge: 0. As for the spin multiplicity: 3.

***

Entry 4:
DFT (ωB97M-V/def2-TZVPD) results for a structure of composition C6H11NO in a non-equilibrium geometry.

XYZ file:
```
19
Properties=species:S:1:pos:R:3:mulliken_charge:R:1
C -1.017 -1.197 -0.290 -1.14
C -0.299 -0.111 -0.652 0.62
C 0.229 0.008 -2.086 -0.70
C 1.245 0.143 -1.040 0.06
C 1.231 0.104 1.025 -1.28
C 0.081 0.810 0.567 0.54
H -2.269 -0.674 0.306 0.10
H -0.125 -1.555 0.610 0.21
H -1.330 -2.227 -1.203 0.34
H -0.404 0.770 -2.880 0.25
H -0.061 -1.037 -2.389 0.27
H 1.734 1.032 -1.028 0.42
H 1.961 0.568 1.584 0.33
H 0.950 -0.556 1.788 0.58
H 0.291 1.842 0.436 0.25
H -1.923 0.293 1.407 0.13
H -1.100 1.329 2.527 0.24
N -1.011 1.045 1.394 -0.73
O 1.816 -0.587 -0.076 -0.49
```

The LUMO energy is 0.02639 Ha. As for the relative energy (zero: lowest compared OMol25 entry of this formula, charge and spin): 295.7 kcal/mol. As for the charge: 0.

***

Entry 5:
DFT (ωB97M-V/def2-TZVPD) results for a structure of composition C40H32CoN4O7P.

XYZ file:
```
85
Properties=species:S:1:pos:R:3:mulliken_charge:R:1
Co -0.583 -0.785 0.523 -0.32
C -4.345 1.964 -0.734 -0.64
O -3.342 2.769 -0.123 -0.46
C -3.038 2.394 1.165 -0.23
C -3.323 3.275 2.189 -0.48
C -3.051 2.956 3.517 -0.82
C -2.514 1.721 3.807 -0.87
C -2.191 0.825 2.782 0.39
C -1.576 -0.429 3.155 -0.22
N -0.997 -1.214 2.332 1.16
N -0.322 -2.324 2.832 -1.38
C 0.553 -2.711 1.950 0.39
O 0.679 -2.195 0.762 -0.05
C 1.472 -3.824 2.291 0.29
C 2.177 -4.462 1.274 -0.17
C 3.041 -5.503 1.576 -0.91
C 3.213 -5.903 2.894 -0.37
C 2.519 -5.261 3.911 -0.68
C 1.649 -4.225 3.613 -0.47
C -2.406 1.160 1.423 1.06
O -2.118 0.345 0.429 -0.12
H -4.006 0.933 -0.857 0.10
H -4.548 2.408 -1.707 0.24
H -5.260 1.975 -0.136 0.38
H -3.769 4.226 1.925 0.51
H -3.276 3.662 4.305 0.42
H -2.325 1.433 4.835 0.42
H -1.554 -0.712 4.206 0.41
H 2.051 -4.126 0.253 0.48
H 3.583 -6.000 0.783 0.41
H 3.892 -6.712 3.130 0.39
H 2.660 -5.566 4.940 0.39
H 1.100 -3.715 4.392 0.45
N -1.822 -2.184 -0.138 0.09
C -2.246 -2.072 -1.521 -0.39
C -3.426 -2.666 -1.942 -0.67
C -3.835 -2.512 -3.256 -0.72
C -3.069 -1.759 -4.138 -0.86
C -1.897 -1.164 -3.701 -0.71
C -1.462 -1.326 -2.388 0.23
P 0.007 -0.505 -1.653 2.23
C 1.424 -1.465 -2.272 0.31
C 2.541 -1.674 -1.466 -0.66
C 3.609 -2.423 -1.939 -0.77
C 3.575 -2.965 -3.215 -0.62
C 2.468 -2.758 -4.025 -0.79
C 1.397 -2.015 -3.553 -0.08
C -0.027 1.070 -2.543 0.64
C 0.971 1.443 -3.435 -0.83
C 0.891 2.668 -4.082 -0.75
C -0.169 3.527 -3.823 -0.67
C -1.153 3.161 -2.915 -0.56
C -1.088 1.930 -2.281 -0.03
H -2.629 -2.197 0.476 0.54
H -1.279 -3.034 0.012 0.39
H -4.027 -3.233 -1.240 0.51
H -4.759 -2.965 -3.589 0.42
H -3.398 -1.619 -5.159 0.44
H -1.333 -0.532 -4.376 0.46
H 2.574 -1.253 -0.476 0.49
H 4.469 -2.582 -1.302 0.46
H 4.412 -3.548 -3.579 0.40
H 2.435 -3.175 -5.023 0.42
H 0.538 -1.870 -4.194 0.27
H 1.819 0.793 -3.610 0.41
H 1.667 2.958 -4.779 0.43
H -0.220 4.487 -4.320 0.41
H -1.967 3.837 -2.683 0.47
H -1.838 1.652 -1.553 -0.10
O 1.891 1.017 -0.429 -0.57
C 1.388 1.266 0.663 0.27
O 0.525 0.544 1.282 -0.18
C 1.749 2.537 1.385 0.08
C 1.263 2.796 2.661 -0.18
C 1.579 3.983 3.299 -0.60
C 2.375 4.895 2.629 -0.03
C 2.868 4.666 1.357 -0.59
C 2.548 3.471 0.736 -0.44
N 2.709 6.168 3.299 1.03
O 2.235 6.368 4.400 -0.62
O 3.436 6.942 2.710 -0.62
H 0.627 2.065 3.141 0.45
H 1.216 4.214 4.289 0.50
H 3.482 5.413 0.877 0.49
H 2.908 3.245 -0.259 0.50
```

The LUMO energy is -0.00854 Ha. As for the relative energy (zero: lowest compared OMol25 entry of this formula, charge and spin): 0.0 kcal/mol. As for the charge: 0.